# 1
ORCA calculation (wB97M-V/def2-TZVPD) on C19H16CoN3O6 as an isolated structure.

Geometry as XYZ:
```
45
Properties=species:S:1:pos:R:3:forces:R:3:lowdin_charge:R:1
Co -0.010 -0.347 0.146 -1.110 -0.205 -0.704 0.955
C 2.911 -0.660 -2.794 -0.141 -0.175 0.316 0.002
C 1.740 -0.005 -2.115 -0.142 0.628 -0.529 -0.385
O 1.218 -0.597 -1.118 1.708 -0.742 -1.125 -0.113
C 1.240 1.190 -2.662 0.345 -0.368 0.046 -0.001
C 0.268 2.005 -2.101 -0.194 -0.097 0.532 -0.224
C -0.552 2.890 -2.974 0.022 -0.009 -0.124 0.030
N 0.041 1.999 -0.770 0.520 -0.243 -0.602 0.141
N -1.162 2.287 1.294 0.217 1.107 0.014 0.187
C -1.550 0.968 1.480 -0.953 0.743 0.437 -0.578
O -0.489 0.173 1.730 0.078 -0.454 1.730 -0.174
C -2.674 0.807 2.485 0.145 -0.080 -0.124 -0.126
C -3.650 1.786 2.604 0.055 -0.085 0.016 -0.014
C -4.680 1.620 3.513 -0.088 0.058 -0.028 -0.074
C -4.737 0.484 4.302 -0.051 -0.007 0.081 -0.091
C -3.760 -0.490 4.182 -0.007 -0.154 0.086 -0.080
C -2.732 -0.335 3.270 0.041 0.074 -0.091 -0.019
H 3.188 -1.564 -2.260 -0.007 -0.045 -0.022 0.088
H 3.755 0.028 -2.795 0.037 0.061 -0.029 0.096
H 2.680 -0.906 -3.827 -0.073 0.014 -0.086 0.095
H 1.568 1.423 -3.662 0.052 0.076 -0.089 0.118
H -0.286 2.759 -4.018 0.097 -0.049 -0.026 0.093
H -0.420 3.934 -2.696 -0.040 0.091 0.093 0.101
H -1.608 2.654 -2.854 -0.005 0.021 -0.019 0.099
H -3.591 2.675 1.994 0.051 0.095 -0.009 0.110
H -5.436 2.383 3.613 -0.076 0.072 -0.006 0.102
H -5.539 0.359 5.014 -0.058 0.001 0.060 0.100
H -3.796 -1.371 4.807 -0.021 -0.066 0.025 0.101
H -1.962 -1.084 3.163 0.025 -0.033 0.059 0.112
O -3.712 0.772 -1.354 0.226 -0.004 0.203 0.128
C -2.830 1.192 -0.642 -0.441 0.074 -0.573 -0.456
O -2.112 0.342 0.146 0.366 -0.414 0.050 -0.010
C -2.383 2.577 -0.605 0.397 -0.004 0.463 -0.102
C -1.020 2.780 -0.018 -0.649 0.025 0.150 -0.446
C -0.604 4.218 0.000 -0.374 0.369 -0.041 0.094
C -1.445 5.193 -0.417 0.058 -1.393 0.091 -0.164
C -2.756 4.944 -0.896 -0.320 -0.157 -0.139 -0.002
C -3.198 3.641 -0.969 0.071 0.218 -0.059 -0.021
N -0.980 6.564 -0.382 0.241 0.246 -0.008 -0.363
O 0.218 6.743 -0.346 0.418 0.228 0.066 0.077
O -1.813 7.440 -0.411 -0.269 0.357 0.004 0.092
H 0.830 1.770 -0.164 -0.086 0.125 -0.169 0.154
H 0.376 4.451 0.383 0.071 0.057 0.061 0.130
H -3.376 5.779 -1.178 -0.076 0.013 0.004 0.110
H -4.198 3.412 -1.313 -0.060 0.030 0.014 0.129
```
Forces are in eV/Å.

Results
electronic energy: -74338.821 eV
F_max: 2.2 eV/Å
2S+1: 5
expectation value of S²: 6.048
HOMO-LUMO gap (alpha / beta): 6.49 / 6.15 eV


# 2
ORCA calculation (wB97M-V/def2-TZVPD) on C19H16CrIN2O as an isolated structure.

Geometry as XYZ:
```
40
Properties=species:S:1:pos:R:3:forces:R:3:lowdin_charge:R:1
Cr 0.081 0.298 -0.177 1.089 0.326 -0.231 0.485
C -1.546 -0.940 2.121 -0.290 0.007 -0.196 -0.105
C -2.432 -1.179 1.063 0.188 -0.073 0.426 -0.098
C -3.090 -0.128 0.452 -0.008 0.591 0.124 -0.094
C -2.851 1.183 0.879 0.017 -0.367 -0.043 -0.132
C -1.960 1.428 1.920 -0.023 -0.167 0.035 -0.101
C -1.323 0.361 2.556 -0.107 0.147 -0.153 -0.123
H -1.040 -1.767 2.602 -0.004 -0.029 -0.039 0.108
H -2.581 -2.187 0.705 -0.022 -0.013 0.024 0.114
H -3.751 -0.311 -0.385 -0.021 -0.012 0.010 0.119
H -3.346 2.013 0.394 -0.022 -0.012 -0.042 0.095
H -1.781 2.441 2.255 0.017 0.004 -0.015 0.110
H -0.651 0.555 3.379 0.037 0.013 -0.008 0.098
I -1.116 2.032 -2.182 -0.103 -0.194 0.168 1.149
C -1.679 0.259 -3.145 -0.290 0.094 -0.439 -0.586
C -2.357 0.397 -4.327 0.083 0.197 0.155 -0.167
C -2.751 -0.743 -5.048 -0.029 -0.178 -0.060 -0.087
C -2.447 -1.986 -4.574 -0.032 0.039 -0.053 -0.040
C -1.745 -2.148 -3.356 -0.008 0.269 0.009 -0.166
C -1.417 -3.436 -2.881 0.042 -0.170 0.069 -0.050
C -0.725 -3.587 -1.714 0.011 -0.067 0.035 -0.082
C -0.355 -2.453 -0.963 -0.181 0.096 -0.349 -0.134
C -0.666 -1.170 -1.361 0.368 -0.130 0.446 -0.222
C -1.349 -1.002 -2.595 -0.040 -0.388 0.011 -0.230
H -2.587 1.382 -4.710 -0.007 -0.018 -0.014 0.084
H -3.288 -0.628 -5.980 0.008 0.024 0.007 0.103
H -2.738 -2.869 -5.130 0.011 -0.010 0.019 0.111
H -1.713 -4.299 -3.465 -0.006 0.015 -0.013 0.108
H -0.456 -4.577 -1.363 -0.019 -0.008 -0.026 0.100
H 0.191 -2.604 -0.036 0.018 -0.022 0.011 0.092
N 2.849 0.144 1.115 -0.577 -0.154 -0.066 -0.012
C 3.844 -0.157 1.954 0.221 0.158 -0.067 -0.095
C 3.279 -0.643 3.115 -0.013 0.016 0.017 -0.068
C 1.903 -0.611 2.870 -0.116 -0.045 -0.088 -0.158
N 1.648 -0.140 1.652 -0.140 0.010 -0.466 -0.007
H 2.761 0.457 0.127 0.201 -0.076 0.257 0.102
H 4.873 0.013 1.684 -0.018 -0.032 -0.008 0.118
H 3.785 -0.967 4.007 0.010 -0.007 -0.012 0.092
H 1.098 -0.923 3.516 0.022 0.016 -0.012 0.095
O 1.436 0.587 -1.007 -0.267 0.148 0.575 -0.527
```
Forces are in eV/Å.

Results
electronic energy: -61509.540 eV
F_max: 1.2 eV/Å
2S+1: 2
expectation value of S²: 0.830
HOMO-LUMO gap (alpha / beta): 7.83 / 7.74 eV


# 3
ORCA calculation (wB97M-V/def2-TZVPD) on C19H16F3HfN7O7S2 as an isolated structure.

Geometry as XYZ:
```
55
Properties=species:S:1:pos:R:3:forces:R:3:lowdin_charge:R:1
Hf 0.502 -0.848 0.854 0.295 -0.348 0.000 1.667
N 3.120 -4.279 1.695 -0.043 -0.065 0.033 0.110
C 1.983 -3.691 1.301 -0.036 0.124 -0.039 -0.855
S 0.968 -2.918 2.490 0.005 0.269 -0.108 0.637
N 1.669 -3.781 0.022 0.030 -0.077 0.061 -0.002
N 0.601 -3.002 -0.238 0.030 0.147 -0.097 -0.159
C -0.184 -3.333 -1.188 0.179 -0.096 0.025 -0.069
C -1.412 -2.574 -1.308 -0.154 0.108 0.003 -0.261
C -2.371 -2.893 -2.262 0.036 0.008 0.035 -0.007
C -3.587 -2.237 -2.237 0.005 0.008 0.009 -0.044
C -3.813 -1.298 -1.244 -0.004 0.015 0.014 -0.038
C -2.795 -1.022 -0.346 -0.002 -0.010 -0.001 -0.107
N -1.604 -1.619 -0.378 0.012 0.098 -0.053 0.048
H 3.443 -4.119 2.632 -0.003 0.030 -0.017 0.092
H 3.790 -4.520 0.982 -0.009 -0.033 0.018 0.110
H -0.005 -4.224 -1.782 0.006 0.003 -0.001 0.134
H -2.157 -3.658 -2.995 0.008 -0.007 -0.005 0.119
H -4.352 -2.465 -2.968 -0.004 -0.004 -0.005 0.114
H -4.756 -0.779 -1.156 -0.007 -0.001 -0.005 0.110
H -2.950 -0.289 0.429 -0.003 0.002 0.001 0.103
O 4.257 -1.163 -1.048 -0.053 0.003 0.012 0.111
C 3.107 -0.930 -0.765 0.039 0.021 -0.180 -0.559
O 2.530 -1.116 0.379 -0.263 -0.025 0.305 -0.214
C 2.156 -0.371 -1.803 -0.016 -0.039 0.006 -0.160
C 2.589 0.003 -3.059 0.004 -0.020 0.026 0.026
C 1.664 0.509 -3.955 -0.024 -0.005 0.021 -0.028
C 0.341 0.625 -3.559 0.019 -0.014 0.005 -0.029
C -0.012 0.230 -2.282 0.011 0.010 -0.022 -0.118
N 0.875 -0.272 -1.420 -0.087 0.099 0.082 0.035
H 3.638 -0.112 -3.293 0.004 -0.002 0.005 0.127
H 1.970 0.817 -4.946 -0.003 0.004 -0.006 0.114
H -0.413 1.032 -4.217 -0.005 0.006 -0.002 0.112
H -1.028 0.332 -1.932 0.004 0.000 -0.007 0.099
F 2.147 2.502 4.378 -0.045 0.024 -0.095 0.151
C 1.858 2.696 3.094 0.035 -0.106 -0.046 -0.646
F 0.534 2.905 2.984 0.098 0.030 0.048 0.127
F 2.488 3.791 2.668 -0.068 -0.079 0.035 0.145
S 2.363 1.242 2.074 -0.106 0.161 0.021 0.537
O 3.767 1.150 2.265 0.099 0.031 0.029 -0.217
O 1.825 1.523 0.753 0.138 0.122 -0.269 -0.312
O 1.542 0.137 2.633 -0.273 -0.142 -0.070 -0.418
C -1.834 4.579 0.565 0.008 0.017 -0.033 -0.005
N -1.767 3.200 1.034 -0.006 -0.014 0.013 -0.041
C -2.327 2.839 2.214 -0.011 -0.030 -0.040 -0.049
C -2.221 1.591 2.720 -0.010 -0.029 0.028 0.020
C -1.432 0.678 1.962 -0.005 0.073 -0.042 -0.540
O -1.141 -0.508 2.320 -0.036 -0.153 0.104 -0.146
N -0.920 1.025 0.766 0.280 -0.177 0.225 0.060
C -1.028 2.290 0.254 -0.021 0.023 -0.069 -0.496
O -0.569 2.636 -0.814 -0.021 0.033 0.005 0.072
H -2.735 5.048 0.955 0.005 -0.010 0.026 0.091
H -1.858 4.574 -0.520 -0.014 0.021 0.007 0.090
H -0.956 5.137 0.891 0.006 -0.005 -0.012 0.103
H -2.859 3.627 2.730 -0.013 -0.018 0.017 0.136
H -2.641 1.304 3.669 -0.010 0.018 0.008 0.120
```
Forces are in eV/Å.

Results
electronic energy: -75863.152 eV
F_max: 0.5 eV/Å
HOMO-LUMO gap: 7.21 eV


# 4
ORCA calculation (wB97M-V/def2-TZVPD) on C19H17BN10O6Pd as an isolated structure.

Geometry as XYZ:
```
54
Properties=species:S:1:pos:R:3:forces:R:3:lowdin_charge:R:1
Pd 0.652 -0.635 -0.814 -0.254 -0.273 -0.081 1.246
C 2.337 -3.223 -3.812 0.027 0.036 -0.008 -0.006
C 1.532 -2.154 -3.481 -0.035 -0.057 -0.071 -0.111
N 1.476 -2.017 -2.142 0.077 0.096 0.160 -0.074
N 2.264 -2.979 -1.607 0.008 0.029 -0.082 -0.014
C 2.792 -3.709 -2.587 -0.050 -0.031 0.049 -0.006
B 2.514 -3.073 -0.076 0.058 0.045 0.113 -0.471
N 1.163 -3.230 0.638 0.001 0.104 -0.028 -0.023
C 0.707 -4.192 1.453 -0.033 -0.015 -0.010 -0.026
C -0.576 -3.864 1.850 0.031 0.005 -0.009 -0.014
C -0.845 -2.650 1.222 0.016 -0.038 0.004 -0.092
N 0.213 -2.285 0.498 0.070 -0.012 -0.048 -0.034
N 3.144 -1.729 0.390 -0.164 -0.017 -0.019 -0.013
C 4.208 -1.503 1.166 0.077 0.062 -0.100 -0.017
C 4.271 -0.146 1.459 -0.054 -0.052 0.070 -0.009
C 3.161 0.402 0.837 0.061 0.048 -0.052 -0.106
N 2.511 -0.557 0.166 0.133 -0.074 0.114 -0.057
H 2.565 -3.605 -4.791 0.004 0.006 -0.009 0.118
H 0.973 -1.496 -4.126 -0.005 0.008 0.001 0.106
H 3.453 -4.529 -2.359 0.006 -0.013 -0.020 0.145
H 3.247 -3.977 0.164 0.011 -0.047 0.008 0.130
H 1.325 -5.043 1.688 -0.017 -0.017 0.018 0.139
H -1.226 -4.424 2.498 0.000 -0.003 0.005 0.114
H -1.733 -2.043 1.243 -0.010 0.003 0.007 0.113
H 4.860 -2.313 1.447 0.010 -0.004 0.005 0.143
H 5.017 0.359 2.046 -0.017 0.010 0.023 0.116
H 2.788 1.412 0.843 0.022 0.011 0.002 0.110
N -0.594 2.749 -3.713 -0.026 0.119 -0.049 0.162
C 0.522 3.316 -3.266 -0.089 0.050 -0.059 0.115
C 1.171 2.293 -2.475 -0.037 -0.096 -0.011 0.037
N 0.435 1.188 -2.498 0.196 0.032 0.059 0.065
C -0.638 1.462 -3.237 -0.057 0.012 0.030 0.003
H -1.298 3.183 -4.303 0.014 0.025 -0.004 0.203
H 0.820 4.331 -3.485 -0.013 0.020 -0.013 0.168
H 2.104 2.389 -1.940 0.011 -0.053 0.016 0.148
H -1.461 0.790 -3.437 0.007 -0.029 -0.002 0.171
O 0.179 1.189 0.439 0.046 0.091 0.042 -0.042
C -1.046 0.904 0.393 0.004 0.051 0.028 -0.565
O -1.389 -0.066 -0.371 -0.061 -0.027 -0.048 -0.071
C -2.059 1.633 1.178 0.057 0.026 -0.023 -0.109
C -1.661 2.697 1.983 -0.027 0.004 0.024 0.086
C -2.623 3.359 2.717 -0.020 -0.002 -0.036 -0.086
C -3.959 3.002 2.691 0.045 0.010 -0.008 0.120
C -4.312 1.942 1.877 0.004 0.007 -0.022 -0.087
C -3.393 1.246 1.118 -0.070 0.015 0.030 0.084
N -5.738 1.533 1.810 0.140 -0.015 0.053 -0.346
O -6.508 2.126 2.524 -0.052 0.009 -0.020 0.131
O -6.005 0.633 1.045 -0.057 -0.005 -0.023 0.101
N -2.204 4.506 3.562 -0.012 -0.141 0.019 -0.346
O -1.031 4.810 3.519 0.008 0.045 -0.014 0.100
O -3.060 5.036 4.225 0.006 0.043 -0.009 0.130
H -0.627 3.003 2.048 0.002 0.004 0.001 0.136
H -4.695 3.530 3.281 -0.005 -0.001 0.001 0.146
H -3.726 0.422 0.503 0.013 -0.004 -0.007 0.136
```
Forces are in eV/Å.

Results
electronic energy: -51297.969 eV
F_max: 0.4 eV/Å
2S+1: 5
total charge: +2
expectation value of S²: 6.024
HOMO-LUMO gap (alpha / beta): 7.74 / 3.48 eV


# 5
ORCA calculation (wB97M-V/def2-TZVPD) on C19H17BrN3O4Os as an isolated structure.

Geometry as XYZ:
```
45
Properties=species:S:1:pos:R:3:forces:R:3:lowdin_charge:R:1
Os -1.032 0.535 -0.131 0.190 -0.086 0.748 1.502
C -1.890 -2.856 -2.691 0.020 -0.063 -0.027 0.046
C -1.203 -1.615 -2.263 0.068 0.046 0.094 -0.275
O -1.495 -1.168 -1.126 -0.305 -0.393 -0.169 -0.150
C -0.245 -0.925 -3.135 -0.053 0.169 0.078 -0.057
C 0.102 -1.485 -4.340 0.028 0.000 -0.109 0.087
C 0.971 -0.824 -5.257 -0.002 0.003 -0.008 0.093
C 1.485 0.444 -4.960 -0.016 -0.030 -0.040 0.026
C 1.212 1.010 -3.747 0.008 -0.041 0.063 0.099
C 0.362 0.343 -2.785 -0.001 -0.120 -0.014 -0.237
O 0.217 0.944 -1.662 0.103 0.290 -0.224 -0.155
H -2.609 -3.156 -1.936 0.009 -0.004 0.020 0.114
H -1.170 -3.666 -2.843 0.011 0.024 0.005 0.130
H -2.407 -2.697 -3.641 0.010 0.004 0.008 0.129
H -0.294 -2.454 -4.615 0.019 0.020 -0.077 0.143
H 1.222 -1.306 -6.193 -0.051 -0.023 0.008 0.150
H 2.097 0.968 -5.682 0.054 -0.055 0.013 0.148
H 1.626 1.969 -3.465 -0.048 0.003 0.036 0.149
O -1.722 5.572 3.188 -0.027 0.065 0.042 0.201
C -1.446 4.581 2.391 0.052 -0.063 -0.092 -0.245
C -0.432 4.583 1.412 0.008 0.070 0.025 0.069
C -0.234 3.472 0.642 0.031 -0.042 -0.048 -0.056
N -0.982 2.350 0.793 -0.087 0.008 -0.013 -0.218
C -1.955 2.388 1.727 0.077 -0.020 0.007 -0.637
Br -2.858 0.695 1.696 0.104 -0.002 -0.257 0.984
C -2.249 3.421 2.540 -0.089 0.135 0.179 0.047
H -1.172 6.365 3.074 0.000 -0.070 -0.040 0.172
H 0.191 5.455 1.257 -0.010 0.002 0.017 0.149
H 0.529 3.445 -0.124 0.000 -0.027 -0.002 0.136
H -3.042 3.402 3.276 -0.002 -0.034 -0.015 0.157
N -0.212 -3.830 3.956 -0.009 -0.046 -0.085 0.198
C 1.031 -3.508 3.535 -0.051 0.007 0.032 -0.488
O 2.018 -4.166 3.748 0.027 -0.039 0.022 0.121
C 1.204 -2.238 2.712 -0.106 -0.039 0.039 -0.070
C 2.501 -1.743 2.611 0.070 0.076 -0.034 0.073
C 2.756 -0.627 1.829 0.009 -0.024 0.001 0.013
C 1.706 -0.047 1.149 0.070 -0.084 0.132 -0.120
N 0.453 -0.528 1.238 -0.140 0.348 -0.336 -0.099
C 0.201 -1.600 2.012 -0.017 -0.005 -0.036 -0.068
H -0.307 -4.661 4.521 0.018 0.004 -0.011 0.138
H -1.014 -3.235 3.868 0.065 0.062 0.070 0.099
H 3.294 -2.256 3.143 -0.022 -0.032 0.010 0.149
H 3.754 -0.223 1.736 -0.012 0.016 0.007 0.134
H 1.861 0.817 0.514 -0.010 0.001 0.007 0.107
H -0.824 -1.948 2.032 0.008 -0.010 -0.023 0.112
```
Forces are in eV/Å.

Results
electronic energy: -105119.772 eV
F_max: 0.8 eV/Å
2S+1: 5
total charge: +3
expectation value of S²: 6.034
HOMO-LUMO gap (alpha / beta): 7.04 / 4.31 eV


# 6
ORCA calculation (wB97M-V/def2-TZVPD) on C19H17ClN4O3S2 as an isolated structure.

Geometry as XYZ:
```
46
Properties=species:S:1:pos:R:3:forces:R:3:lowdin_charge:R:1
O -5.187 -0.476 -0.006 6.682 1.223 -1.583 0.009
C -3.943 -0.201 -0.347 -6.961 1.748 1.044 -0.299
N -3.438 1.117 0.056 -12.735 -3.863 4.128 0.050
C -2.304 1.535 -0.084 5.827 2.393 -2.054 -0.553
N -1.413 1.021 -1.030 -2.692 4.017 4.742 0.087
N -0.377 1.823 -0.754 3.530 2.279 1.276 -0.068
C -0.452 2.727 0.235 4.331 -0.131 -4.209 -0.973
S 0.892 3.987 0.268 -1.123 -0.073 1.783 0.864
C 2.083 3.422 -0.943 5.419 -1.935 9.633 -0.344
C 2.719 1.994 -0.547 -4.280 11.891 -0.857 -0.386
C 2.605 1.240 -1.483 2.834 -11.989 -3.593 -0.092
C 3.087 -0.113 -1.330 3.431 -2.974 4.060 -0.021
C 3.744 -0.647 -0.085 -2.953 9.200 0.392 -0.660
C 3.758 0.606 1.041 0.867 -6.874 -2.518 -0.021
C 3.211 1.751 0.586 3.678 0.826 12.899 -0.161
H 3.160 2.506 1.596 -0.086 -1.297 -3.359 0.186
H 4.186 0.145 2.030 -1.002 1.991 -1.681 0.116
Cl 4.324 -2.086 0.465 0.461 -1.579 -0.295 0.726
H 3.295 -0.872 -2.048 -0.976 -0.017 -1.508 0.086
H 2.202 1.281 -2.353 -2.765 1.595 -5.406 0.079
H 2.871 4.153 -0.899 0.196 0.521 -0.128 0.089
H 1.526 3.513 -1.663 -4.795 -0.162 -8.757 -0.045
S -1.891 3.063 1.006 -1.164 -2.977 -1.457 1.027
H -4.288 1.559 0.890 3.658 -1.855 -3.464 0.307
C -3.203 -0.894 -1.441 -1.032 -11.955 15.690 0.128
N -1.859 -1.382 -0.583 -4.780 0.002 -8.341 0.077
C -0.819 -1.905 -1.334 0.514 4.807 -2.613 -0.299
O -0.793 -1.631 -2.561 0.223 -2.481 3.386 0.095
C 0.246 -1.994 -0.272 5.934 0.171 -4.284 -0.249
H 1.136 -1.264 -0.547 -1.962 -1.136 -0.059 0.180
C -0.244 -1.624 0.963 -7.191 -7.791 -0.424 -0.057
C -1.734 -1.378 0.649 0.684 2.536 10.740 -0.406
O -2.491 -1.002 1.624 1.126 -1.168 -3.680 0.037
H 0.212 -1.033 1.509 3.871 6.344 4.769 0.079
C -0.236 -3.050 1.919 0.736 10.703 6.053 -0.177
C -0.559 -3.994 1.171 -6.006 -15.894 -9.440 -0.133
C -0.051 -4.380 -0.239 -3.460 3.598 11.448 0.011
C 0.883 -3.355 -0.341 -1.515 1.150 -9.909 -0.233
H 1.823 -3.417 -0.070 4.539 -0.469 2.072 0.040
H 0.942 -3.393 -1.578 1.277 0.379 2.202 0.182
H -0.248 -5.316 -0.518 -0.473 -3.176 -1.846 0.053
H -1.445 -4.811 1.812 2.502 2.108 -2.539 0.194
H 0.723 -3.147 2.310 2.308 0.240 0.592 0.127
H -0.907 -2.969 2.800 0.448 0.612 -0.557 0.141
H -3.066 -0.483 -2.205 2.767 6.231 -11.459 -0.005
H -3.606 -2.041 -1.441 0.109 3.233 -0.889 0.213
```
Forces are in eV/Å.

Results
electronic energy: -66254.561 eV
F_max: 19.8 eV/Å
HOMO-LUMO gap: 7.53 eV